# 1
20
Properties=species:S:1:pos:R:3:forces:R:3 method="wB97M-V/def2-TZVPD" smiles="CC1=CP1#P=NC(C)C" homo_lumo_gap_ev=7.507 spin_multiplicity=1 max_force_ev_per_a=3.072 relative_energy_kj_mol=347.2 homo_energy_ev=-7.5768 e_lumo_ev=-0.07
C 3.2686 -1.4186 1.3005 -0.48 1.48 2.53
C 2.6735 -0.8540 0.1059 0.73 -0.24 -1.13
C 2.3126 -1.0614 -1.1029 -0.75 0.95 -0.80
P 2.5872 0.7873 -0.7707 -0.23 -1.04 0.34
P 0.5529 1.5034 0.0224 0.82 0.40 -0.02
N -0.3089 0.3309 -0.4891 -0.36 -0.58 -0.21
C -1.7558 0.2438 -0.4385 0.34 0.43 0.69
C -2.3925 1.3300 -1.2681 -2.45 0.40 -1.39
C -2.3239 0.3390 0.9964 1.32 -2.41 1.25
H 3.9488 -0.5906 1.5644 -0.72 0.12 1.12
H 4.0566 -2.1462 1.2996 -0.45 -1.46 -0.89
H 2.4297 -1.6210 2.0804 1.83 0.38 -1.01
H 2.0404 -1.7575 -1.8834 0.09 0.11 0.17
H -1.9923 -0.7028 -0.9403 -0.24 0.10 0.33
H -1.9528 1.2892 -2.3021 -0.81 -0.06 0.75
H -3.4915 0.8896 -1.2190 1.71 1.59 -0.87
H -2.4180 2.4744 -1.0061 0.36 -2.40 0.31
H -3.3422 -0.1592 1.1458 1.32 0.89 -0.43
H -2.3477 1.4176 1.2099 -0.01 -0.54 0.61
H -1.5449 -0.2940 1.6950 -2.02 1.87 -1.36

***

# 2
19
Properties=species:S:1:pos:R:3:forces:R:3 method="wB97M-V/def2-TZVPD" homo_lumo_gap_ev=9.172 spin_multiplicity=1 max_force_ev_per_a=6.073 relative_energy_kj_mol=487.0 homo_energy_ev=-8.4160 e_lumo_ev=0.76
C 2.5078 -0.9086 -0.4486 5.08 -1.08 0.81
C 0.9463 0.9454 0.3933 0.32 -0.69 3.82
C -0.0134 1.0172 -0.8149 5.65 1.77 -1.34
C -0.7292 -0.2106 -0.9275 -1.65 -3.37 -1.95
C -0.8454 -0.9610 0.3431 0.44 2.23 1.18
C -0.0529 -0.0469 1.2541 1.18 0.34 3.59
H 2.8044 -1.0304 -1.7290 -1.07 0.50 3.95
H 1.7622 -1.6028 -0.0706 -0.26 -0.20 -0.62
H 3.6529 -1.3592 0.3184 -3.26 0.87 -2.92
H 3.1103 0.7977 0.7957 -1.93 -1.31 -1.64
H 1.1010 1.9455 1.1082 -0.46 -2.47 -2.37
H -0.5112 1.9577 -0.7647 -0.69 0.39 -0.43
H 0.7481 0.9507 -1.6740 -1.23 1.08 0.68
H -0.3547 -0.7551 -1.9032 -2.19 0.62 1.71
H -0.7752 -2.0195 0.6476 -0.47 0.49 -1.13
H 0.3374 -0.6327 2.1312 0.87 0.15 -1.09
H -0.7146 0.5609 1.9317 0.30 0.07 -1.30
N 2.3581 0.3878 0.1495 -1.19 2.29 0.52
S -2.4091 -0.0337 -0.0397 0.55 -1.68 -1.48

***

# 3
19
Properties=species:S:1:pos:R:3:forces:R:3 method="wB97M-V/def2-TZVPD" homo_lumo_gap_ev=9.105 spin_multiplicity=1 max_force_ev_per_a=4.270 relative_energy_kj_mol=397.6 homo_energy_ev=-8.3360 e_lumo_ev=0.77
C -2.0558 1.4843 0.1505 1.49 1.31 -1.67
S -2.2602 -0.2673 -0.3700 -0.76 0.73 -0.41
C -1.1504 -1.1924 0.5875 0.54 0.78 -1.00
C 0.1754 -1.0670 0.4313 -1.05 -2.01 2.77
C 0.9834 -0.2138 -0.4088 -0.58 1.85 -2.43
C 2.4010 -0.6743 -0.5923 3.11 -0.07 2.35
C 2.7946 0.5660 0.2736 2.47 1.19 -3.20
N 1.4545 1.2003 0.2054 -1.83 -1.94 2.11
H -3.1104 1.8161 -0.0484 1.07 0.22 0.93
H -1.6456 1.5522 1.2788 -1.09 0.18 -2.88
H -1.3780 2.1393 -0.7851 -1.65 -1.98 3.40
H -1.6891 -1.8810 1.2211 0.66 -0.29 0.32
H 0.6945 -1.7335 1.1666 0.17 0.66 -0.78
H 0.5962 -0.0385 -1.4819 -0.33 -0.10 1.94
H 2.8389 -0.5530 -1.5719 -0.35 -0.42 -0.38
H 2.9077 -1.5870 -0.0265 -1.83 1.31 -1.54
H 3.2582 0.1831 1.1202 0.04 -0.06 2.43
H 3.6869 1.1622 -0.2371 -1.99 -0.56 0.97
H 0.9337 1.3967 1.1956 1.90 -0.79 -2.95

***

# 4
22
Properties=species:S:1:pos:R:3:forces:R:3 method="wB97M-V/def2-TZVPD" homo_lumo_gap_ev="6.047 / 7.845" spin_multiplicity=5 max_force_ev_per_a=5.814 total_charge=+1 homo_energy_ev="-10.6485 / -12.3760" e_lumo_ev="-4.60 / -4.53"
H -2.0694 -0.7139 1.7247 3.46 1.14 -1.77
C -4.0191 -1.0522 5.0366 -0.01 0.51 0.52
O -3.9554 -1.9024 3.9113 0.62 0.23 -0.94
C -3.8347 -1.2762 2.7030 -2.11 -0.84 0.13
H -4.1285 -1.6865 5.9234 0.07 0.17 -0.29
H -3.0974 -0.4527 5.1156 -0.30 -0.20 0.04
H -4.8867 -0.3758 4.9679 0.24 -0.19 -0.02
H -4.5152 -0.4260 2.5628 0.67 0.62 0.45
H -4.1271 -1.9743 1.9133 0.87 -0.28 0.01
O -0.4773 0.7640 0.7930 -1.43 0.78 0.93
C -0.8925 -0.4477 1.0731 -3.61 -3.94 2.29
C -0.1930 -1.5509 0.7288 -1.12 0.47 0.41
O 0.9511 -1.3494 -0.0559 0.14 0.74 -0.30
C 2.1978 -1.8670 0.4420 0.54 -0.17 0.45
C 3.3033 -1.0878 -0.2678 0.67 -1.65 -0.16
O 3.0983 0.2855 -0.1791 -0.06 -0.11 0.22
Nd 1.2244 1.0789 -0.1911 1.57 1.61 -1.81
H -0.4892 -2.5815 0.9197 0.09 0.37 -0.06
H 2.2561 -2.9481 0.2492 0.03 0.31 0.02
H 2.2364 -1.6895 1.5297 -0.04 -0.08 -0.26
H 3.3388 -1.4254 -1.3241 0.03 0.29 0.35
H 4.2619 -1.3962 0.1922 -0.31 0.24 -0.20

***

# 5
18
Properties=species:S:1:pos:R:3:forces:R:3 method="wB97M-V/def2-TZVPD" smiles="C/C=C/CCC[O-]" homo_lumo_gap_ev=5.715 spin_multiplicity=1 max_force_ev_per_a=2.422 relative_energy_kj_mol=45.3 total_charge=-1 homo_energy_ev=-2.2136 e_lumo_ev=3.50
C 1.2986 -2.7515 0.8576 1.28 0.12 -0.93
C 0.7642 -1.7955 -0.1742 -0.38 0.43 0.70
C 0.0755 -0.6819 0.0821 -0.25 -0.96 -0.64
C -0.3948 0.2678 -0.9632 0.60 1.88 1.40
C -0.0978 1.7208 -0.4448 -0.99 0.29 0.09
C -1.3756 2.3921 0.2419 0.62 0.28 -0.38
O -1.3678 3.7256 0.1875 0.18 -0.04 0.32
H 1.1983 -2.4641 1.8948 -0.80 0.03 0.20
H 2.3950 -2.7708 0.7522 -0.03 -0.15 -0.15
H 0.9874 -3.7689 0.6232 -0.25 -0.12 0.45
H 0.9665 -2.0382 -1.2133 0.15 -0.04 -0.02
H -0.2258 -0.4447 1.0965 0.15 0.07 0.14
H -1.4816 0.3455 -1.0099 -0.16 -0.76 -0.47
H 0.0954 0.1203 -1.9164 -0.16 -0.40 -0.32
H 0.0685 2.4307 -1.2480 0.36 -0.07 -0.35
H 0.7197 1.7836 0.2790 0.17 -0.14 -0.23
H -2.2480 1.9705 -0.3316 -0.08 -0.36 0.26
H -1.3777 1.9586 1.2864 -0.41 -0.07 -0.07

***

# 6
18
Properties=species:S:1:pos:R:3:forces:R:3 method="wB97M-V/def2-TZVPD" smiles="C=C(C)CCC[O-]" homo_lumo_gap_ev=5.911 spin_multiplicity=1 max_force_ev_per_a=5.596 relative_energy_kj_mol=174.5 total_charge=-1 homo_energy_ev=-2.1371 e_lumo_ev=3.77
C 0.9681 -1.7468 -1.0110 -0.60 3.43 -1.24
C 0.0755 -1.1336 -0.2317 -1.26 -0.04 0.76
C -0.2000 -1.5856 1.2245 -0.30 1.20 0.96
C -0.9124 -0.0508 -0.6339 3.07 1.35 0.26
C -0.5765 1.2420 0.2270 -4.18 0.67 0.15
C 0.6410 2.2419 -0.2392 2.09 -4.71 2.18
O 1.4897 2.5172 0.7827 -0.82 0.40 -0.71
H 1.5703 -2.4554 -0.5601 1.46 -1.50 0.41
H 1.2829 -1.1299 -1.9220 -0.50 -1.60 0.96
H -1.2984 -1.2888 1.4972 1.91 -1.09 -0.37
H 0.0550 -2.6332 1.2718 -0.63 -0.65 0.18
H 0.4417 -1.1599 2.0991 -0.86 -0.04 -1.96
H -1.9124 -0.4357 -0.4731 -0.28 0.19 -0.10
H -0.7372 0.4011 -1.6258 -0.33 -1.07 -0.18
H -0.6975 0.9591 1.3185 1.11 0.65 -0.99
H -1.6530 1.7138 0.0690 1.86 0.21 0.36
H 0.2869 3.0613 -0.7911 -1.04 1.42 -0.98
H 1.1764 1.4833 -1.0018 -0.69 1.19 0.30

***

Copy entry 2 word for word.
19
Properties=species:S:1:pos:R:3:forces:R:3 method="wB97M-V/def2-TZVPD" homo_lumo_gap_ev=9.172 spin_multiplicity=1 max_force_ev_per_a=6.073 relative_energy_kj_mol=487.0 homo_energy_ev=-8.4160 e_lumo_ev=0.76
C 2.5078 -0.9086 -0.4486 5.08 -1.08 0.81
C 0.9463 0.9454 0.3933 0.32 -0.69 3.82
C -0.0134 1.0172 -0.8149 5.65 1.77 -1.34
C -0.7292 -0.2106 -0.9275 -1.65 -3.37 -1.95
C -0.8454 -0.9610 0.3431 0.44 2.23 1.18
C -0.0529 -0.0469 1.2541 1.18 0.34 3.59
H 2.8044 -1.0304 -1.7290 -1.07 0.50 3.95
H 1.7622 -1.6028 -0.0706 -0.26 -0.20 -0.62
H 3.6529 -1.3592 0.3184 -3.26 0.87 -2.92
H 3.1103 0.7977 0.7957 -1.93 -1.31 -1.64
H 1.1010 1.9455 1.1082 -0.46 -2.47 -2.37
H -0.5112 1.9577 -0.7647 -0.69 0.39 -0.43
H 0.7481 0.9507 -1.6740 -1.23 1.08 0.68
H -0.3547 -0.7551 -1.9032 -2.19 0.62 1.71
H -0.7752 -2.0195 0.6476 -0.47 0.49 -1.13
H 0.3374 -0.6327 2.1312 0.87 0.15 -1.09
H -0.7146 0.5609 1.9317 0.30 0.07 -1.30
N 2.3581 0.3878 0.1495 -1.19 2.29 0.52
S -2.4091 -0.0337 -0.0397 0.55 -1.68 -1.48